{"formula": "C5H7NO", "method": "ωB97M-V/def2-TZVPD", "total_energy_ev": -8831.7874, "e_above_lowest_ev": 4.415, "homo_lumo_gap_ev": 10.023, "mol_weight_g_mol": 97.12, "e_lumo_ev": 0.9, "elements": ["C", "C", "C", "C", "C", "H", "H", "H", "H", "H", "H", "H", "N", "O"], "xyz": [[0.973, 0.514, 0.338], [0.637, -1.127, 0.066], [-0.707, -1.031, -0.455], [-1.281, -0.177, 0.730], [-0.465, 0.832, -0.116], [1.081, -1.643, -0.917], [0.501, -1.789, 0.957], [-1.299, -1.723, -0.877], [-1.203, -0.406, 1.705], [-2.361, 0.089, 0.712], [-0.807, 1.913, -0.068], [-1.461, 0.361, -1.971], [-0.521, 0.064, -1.444], [1.782, 1.086, 0.898]]}

{"formula": "C4H11N3O", "method": "ωB97M-V/def2-TZVPD", "total_energy_ev": -10839.4149, "e_above_lowest_ev": 5.796, "homo_lumo_gap_ev": 7.441, "mol_weight_g_mol": 117.15, "e_lumo_ev": 0.6, "elements": ["C", "C", "C", "N", "H", "H", "H", "H", "H", "H", "H", "N", "C", "O", "N", "H", "H", "H", "H"], "xyz": [[-0.015, -0.389, 1.128], [1.451, -0.382, 1.446], [0.452, 2.763, 0.511], [0.996, 1.992, -0.291], [-0.593, 0.460, 1.475], [-0.471, -1.316, 1.472], [-0.390, 2.475, 1.181], [0.804, 3.790, 0.662], [1.613, -0.922, 2.383], [1.828, 0.624, 1.599], [2.011, -0.882, 0.657], [-1.572, -1.757, -2.303], [-1.334, -1.471, -0.986], [0.371, -0.115, -1.525], [-0.348, -0.740, -0.598], [0.666, 1.056, -1.060], [-1.064, -1.154, -2.942], [-2.501, -2.030, -2.572], [-1.906, -2.001, -0.237]]}

{"formula": "C24H11Cl60O4P", "method": "ωB97M-V/def2-TZVPD", "total_energy_ev": -793881.3859, "e_above_lowest_ev": 1.419, "homo_lumo_gap_ev": 7.628, "mol_weight_g_mol": 2521.50, "e_lumo_ev": -1.1, "elements": ["C", "C", "O", "C", "C", "C", "O", "C", "P", "C", "O", "C", "C", "O", "H", "H", "H", "H", "H", "H", "H", "H", "H", "H", "H", "C", "Cl", "Cl", "Cl", "Cl", "C", "Cl", "Cl", "Cl", "Cl", "C", "Cl", "Cl", "Cl", "Cl", "C", "Cl", "Cl", "Cl", "Cl", "C", "Cl", "Cl", "Cl", "Cl", "C", "Cl", "Cl", "Cl", "Cl", "C", "Cl", "Cl", "Cl", "Cl", "C", "Cl", "Cl", "Cl", "Cl", "C", "Cl", "Cl", "Cl", "Cl", "C", "Cl", "Cl", "Cl", "Cl", "C", "Cl", "Cl", "Cl", "Cl", "C", "Cl", "Cl", "Cl", "Cl", "C", "Cl", "Cl", "Cl", "Cl", "C", "Cl", "Cl", "Cl", "Cl", "C", "Cl", "Cl", "Cl", "Cl"], "xyz": [[1.642, -1.499, 3.374], [1.365, -2.846, 2.547], [0.710, -3.834, 3.359], [-0.636, -3.545, 3.554], [-1.630, -4.139, 2.796], [-3.134, -3.701, 3.035], [-4.054, -4.475, 2.910], [-3.332, -2.181, 3.468], [-4.926, -1.226, 3.157], [-4.714, 0.382, 4.138], [-6.220, -2.059, 3.930], [-2.265, -1.547, 4.097], [-1.158, -2.524, 4.629], [-0.785, -2.525, 5.780], [0.749, -0.839, 3.194], [2.543, -0.944, 3.007], [1.696, -1.721, 4.473], [2.381, -3.201, 2.201], [0.774, -2.598, 1.619], [-1.418, -4.934, 2.056], [-4.152, 1.076, 3.461], [-4.104, 0.165, 5.059], [-5.703, 0.821, 4.442], [-6.429, -1.632, 4.782], [-2.198, -0.435, 4.216], [-1.633, -3.658, -1.412], [-1.559, -3.602, 0.383], [-2.373, -2.206, -2.137], [0.019, -3.816, -2.043], [-2.590, -5.069, -1.897], [-3.598, 1.475, -4.025], [-3.553, 1.791, -2.282], [-2.206, 2.263, -4.797], [-3.527, -0.274, -4.316], [-5.103, 2.115, -4.730], [0.553, 0.844, -0.579], [1.235, 2.312, 0.149], [-0.821, 0.283, 0.392], [-0.005, 1.199, -2.217], [1.796, -0.421, -0.635], [1.046, 5.169, -3.018], [0.778, 6.652, -2.082], [1.639, 5.591, -4.635], [2.245, 4.155, -2.192], [-0.478, 4.273, -3.156], [5.668, 7.199, -4.188], [5.619, 7.764, -5.869], [6.555, 8.371, -3.196], [4.012, 7.031, -3.574], [6.486, 5.627, -4.115], [-5.078, 3.181, -8.675], [-4.456, 4.510, -9.671], [-3.939, 2.843, -7.358], [-6.649, 3.639, -7.990], [-5.270, 1.730, -9.677], [1.930, -6.572, 0.763], [2.257, -6.670, 2.503], [3.264, -5.722, -0.043], [1.782, -8.208, 0.096], [0.418, -5.682, 0.494], [4.893, -9.602, 2.530], [4.945, -8.353, 3.787], [5.249, -8.869, 0.954], [6.102, -10.851, 2.887], [3.278, -10.334, 2.492], [-7.648, 2.731, -1.363], [-8.621, 3.946, -2.213], [-6.254, 3.522, -0.604], [-8.639, 1.947, -0.118], [-7.085, 1.513, -2.517], [-11.338, 1.408, 3.356], [-12.596, 0.213, 3.717], [-12.004, 3.041, 3.533], [-9.981, 1.197, 4.481], [-10.766, 1.181, 1.692], [9.619, 2.585, -3.620], [10.438, 1.203, -2.869], [9.840, 2.519, -5.378], [7.888, 2.525, -3.239], [10.309, 4.094, -2.993], [-6.867, -5.481, 1.009], [-7.021, -6.742, 2.247], [-8.368, -5.395, 0.065], [-6.567, -3.922, 1.790], [-5.513, -5.874, -0.069], [9.503, 9.122, -0.631], [8.502, 10.365, -1.405], [10.927, 9.883, 0.101], [8.559, 8.301, 0.626], [10.022, 7.940, -1.848], [0.163, -11.027, 4.836], [0.786, -9.558, 4.064], [1.432, -11.746, 5.845], [-1.236, -10.620, 5.846], [-0.327, -12.187, 3.586], [11.783, 12.634, -2.826], [13.249, 12.046, -2.020], [12.234, 13.718, -4.155], [10.870, 11.257, -3.470], [10.778, 13.514, -1.659]]}

{"formula": "C48H42ClN2NiO6P2S2Te", "method": "ωB97M-V/def2-TZVPD", "total_energy_ev": -166831.9025, "total_charge": -1, "homo_lumo_gap_ev": [7.503, 7.502], "mol_weight_g_mol": 1090.70, "e_lumo_ev": [1.9, 1.9], "elements": ["Ni", "Te", "C", "C", "C", "N", "C", "C", "C", "P", "C", "C", "C", "C", "C", "C", "C", "C", "C", "C", "C", "C", "P", "C", "C", "C", "C", "C", "C", "C", "C", "C", "C", "C", "C", "H", "H", "H", "H", "H", "H", "H", "H", "H", "H", "H", "H", "H", "H", "H", "H", "H", "H", "H", "H", "H", "H", "H", "H", "Cl", "C", "C", "C", "C", "O", "C", "C", "O", "C", "H", "H", "H", "H", "C", "C", "S", "O", "C", "C", "H", "H", "H", "H", "H", "H", "H", "H", "H", "H", "O", "S", "O", "N", "C", "O", "C", "C", "C", "C", "C", "C", "H", "H", "H", "H"], "xyz": [[1.284, -0.147, 0.593], [-3.617, -0.163, 0.130], [-4.141, 1.892, 0.076], [-4.386, 2.544, -1.127], [-4.733, 3.886, -1.108], [-4.847, 4.609, 0.005], [-4.604, 3.977, 1.152], [-4.258, 2.637, 1.242], [-1.576, 0.041, 0.314], [-0.622, 0.028, 1.756], [-0.853, -1.418, 2.838], [-1.531, -2.544, 2.390], [-1.565, -3.698, 3.160], [-0.909, -3.738, 4.381], [-0.219, -2.620, 4.833], [-0.189, -1.469, 4.063], [-1.156, 1.431, 2.791], [-1.930, 1.301, 3.939], [-2.354, 2.430, 4.630], [-2.004, 3.696, 4.186], [-1.226, 3.834, 3.041], [-0.802, 2.709, 2.356], [-0.329, -0.033, -0.884], [-0.322, 1.471, -1.913], [-0.940, 2.619, -1.432], [-0.896, 3.798, -2.164], [-0.209, 3.843, -3.368], [0.438, 2.706, -3.840], [0.379, 1.526, -3.118], [-0.549, -1.387, -2.083], [-1.437, -1.175, -3.067], [-1.781, -1.980, -4.242], [-1.237, -3.117, -4.688], [-0.153, -3.946, -4.080], [0.314, -2.601, -1.918], [-4.291, 2.023, -2.071], [-4.926, 4.409, -2.039], [-4.688, 4.574, 2.054], [-4.067, 2.192, 2.211], [-2.014, -2.519, 1.422], [-2.096, -4.570, 2.798], [-0.925, -4.642, 4.977], [0.314, -2.651, 5.775], [0.372, -0.607, 4.410], [-2.226, 0.318, 4.285], [-2.965, 2.317, 5.517], [-2.334, 4.573, 4.727], [-0.953, 4.819, 2.685], [-0.195, 2.815, 1.464], [-1.472, 2.578, -0.489], [-1.399, 4.680, -1.787], [-0.169, 4.763, -3.937], [1.002, 2.738, -4.763], [0.907, 0.653, -3.484], [-1.972, -0.229, -3.039], [-2.575, -1.554, -4.846], [-1.653, -3.508, -5.612], [-0.605, -4.773, -3.517], [1.172, -2.330, -1.298], [5.389, -2.932, 5.988], [4.558, -2.045, 4.729], [4.814, -0.676, 4.565], [4.148, 0.043, 3.611], [3.164, -0.547, 2.764], [2.502, 0.232, 1.987], [2.992, -1.955, 2.895], [2.176, -2.745, 1.992], [1.572, -2.316, 1.023], [3.676, -2.669, 3.895], [5.549, -0.196, 5.198], [4.342, 1.099, 3.474], [2.129, -3.828, 2.213], [3.493, -3.734, 3.990], [1.690, -2.217, -3.970], [0.869, -3.245, -3.191], [-0.498, -3.861, -0.811], [0.060, -5.198, -1.214], [-2.213, -3.819, -1.399], [-2.870, -5.149, -1.066], [2.266, -2.713, -4.754], [2.395, -1.690, -3.327], [1.044, -1.481, -4.452], [1.542, -4.032, -2.843], [0.399, -4.427, -4.894], [-2.265, -3.592, -2.460], [-2.684, -2.998, -0.854], [-2.366, -5.966, -1.579], [-3.918, -5.129, -1.367], [-2.824, -5.362, 0.004], [5.478, 2.110, -3.419], [4.054, 1.907, -3.371], [3.319, 2.050, -4.603], [3.671, 0.520, -2.636], [3.061, 0.728, -1.485], [2.586, -0.201, -0.789], [2.906, 2.176, -1.113], [2.391, 2.752, 0.034], [2.327, 4.140, 0.100], [2.768, 4.931, -0.959], [3.308, 4.348, -2.100], [3.369, 2.972, -2.138], [2.059, 2.140, 0.869], [1.935, 4.612, 0.991], [2.695, 6.009, -0.889], [3.663, 4.947, -2.928]]}

{"formula": "C22H15AsF6HfN6O2S3Se", "method": "ωB97M-V/def2-TZVPD", "spin_multiplicity": 2, "total_energy_ev": -212401.9605, "total_charge": -1, "e_above_lowest_ev": 0.000, "homo_lumo_gap_ev": [5.358, 7.231], "s_squared": 0.759, "mol_weight_g_mol": 937.96, "e_lumo_ev": [1.3, 1.3], "elements": ["Hf", "S", "C", "C", "N", "C", "S", "C", "N", "Se", "C", "N", "O", "N", "C", "C", "N", "C", "N", "C", "C", "C", "C", "C", "C", "C", "C", "C", "C", "H", "H", "H", "H", "H", "H", "H", "F", "As", "F", "F", "F", "F", "F", "O", "S", "C", "C", "C", "C", "H", "H", "H", "H", "H", "H", "H", "H"], "xyz": [[-0.329, -0.256, -1.013], [0.045, 1.601, 1.202], [-1.450, 1.554, 2.135], [-1.435, 2.084, 3.440], [-1.379, 2.483, 4.519], [-2.596, 1.172, 1.490], [-2.741, 0.599, -0.130], [-3.820, 1.259, 2.223], [-4.809, 1.296, 2.807], [-0.874, 2.997, -4.390], [-0.435, 2.231, -2.879], [-0.131, 1.727, -1.854], [-1.626, -0.771, -2.415], [-1.013, -2.063, -2.268], [-1.434, -2.894, -3.253], [-2.270, -2.513, -4.320], [-2.983, -2.222, -5.183], [-1.093, -4.255, -3.085], [-0.837, -5.375, -2.944], [1.365, -1.949, 5.251], [0.169, -1.629, 4.581], [0.148, -0.673, 3.604], [1.317, 0.040, 3.254], [1.365, 1.078, 2.280], [2.547, 1.711, 1.994], [3.742, 1.349, 2.638], [3.729, 0.375, 3.593], [2.525, -0.288, 3.926], [2.516, -1.293, 4.922], [1.367, -2.708, 6.022], [-0.751, -2.135, 4.850], [-0.785, -0.451, 3.104], [2.564, 2.494, 1.246], [4.660, 1.855, 2.371], [4.637, 0.092, 4.112], [3.448, -1.527, 5.421], [1.444, -2.125, -0.980], [2.704, -1.187, -1.779], [1.349, -0.620, -2.778], [1.997, 0.103, -0.658], [3.751, -0.034, -2.466], [3.840, -1.622, -0.584], [3.105, -2.437, -2.851], [-0.636, -1.587, 0.693], [-1.843, -2.272, 1.336], [-1.145, -3.849, 1.879], [-2.293, -4.832, 1.701], [-2.843, -4.573, 0.297], [-2.864, -3.056, 0.060], [-0.749, -3.745, 2.885], [-0.330, -4.051, 1.180], [-3.064, -4.651, 2.456], [-1.949, -5.858, 1.830], [-3.843, -4.989, 0.178], [-2.202, -5.041, -0.452], [-3.847, -2.595, 0.135], [-2.411, -2.771, -0.890]]}